Below is a molecular structure, CAuF3MgNO4S3 at a distorted geometry, with properties calculated with ωB97M-V with the def2-TZVPD basis set.

Its expectation value of S² is 2.013. Its total energy is -60500.1200 eV. The energy above the lowest of the compared OMol25 structures with the same formula, charge and spin is 0.00 kcal per mole.

The geometry in ORCA input format:
```
! RIJCOSX wB97M-V def2-TZVPD def2/J DEFGRID3
* xyz 1 3
Au -5.1516 -0.1701 6.1683
N -5.6587 -1.8243 5.6360
S -5.1813 -2.4161 4.3598
O -4.3893 -1.6276 3.3055
C -3.7494 -3.5544 4.7445
F -4.0874 -4.4377 5.6722
F -2.7451 -2.7914 5.1931
F -3.3390 -4.2039 3.6631
Mg -3.4190 0.0088 3.4716
S -4.3005 2.5281 4.9504
O -4.2549 0.8655 5.0020
S -4.2301 2.5788 2.7326
O -2.9423 1.6160 2.4809
O -6.1865 -3.1405 3.5108
*
```

---

Below is 2 unconnected molecules or ions with the total composition CBrCl2F at a distorted geometry, with properties calculated with ωB97M-V with the def2-TZVPD basis set.

Its total energy is -98839.6290 eV. The energy above the lowest of the compared OMol25 structures with the same formula, charge and spin is 9.72 kcal per mole.

The geometry in ORCA input format:
```
! RIJCOSX wB97M-V def2-TZVPD def2/J DEFGRID3
* xyz 0 1
C 0.0101 -0.0521 0.1719
F -0.4970 0.2558 -1.6122
Cl -0.7205 1.3729 0.8219
Cl -0.6731 -1.5754 0.5938
Br 1.8805 -0.0013 0.0245
*
```

---

Below is 2 unconnected molecules or ions with the total composition CBrCl2FS at a distorted geometry, with properties calculated with ωB97M-V with the def2-TZVPD basis set.

Its total energy is -109673.9254 eV. The energy above the lowest of the compared OMol25 structures with the same formula, charge and spin is 22.55 kcal per mole.

The geometry in ORCA input format:
```
! RIJCOSX wB97M-V def2-TZVPD def2/J DEFGRID3
* xyz 0 1
C -0.0759 0.7199 0.7848
F 0.9699 -0.0018 0.2444
S 1.7845 -4.0406 1.0917
Cl 0.3820 2.2160 1.3994
Cl -1.4961 0.3913 -0.0500
Br 0.3738 -3.4186 2.5334
*
```

---

Below is CBrClF3N in the gas phase at a distorted geometry, with properties calculated with ωB97M-V with the def2-TZVPD basis set.

The SMILES is FC(F)(F)N(Cl)Br. Its total energy is -93242.3365 eV. The energy above the lowest of the compared OMol25 structures with the same formula, charge and spin is 0.00 kcal per mole.

The geometry in ORCA input format:
```
! RIJCOSX wB97M-V def2-TZVPD def2/J DEFGRID3
* xyz 0 1
F 0.5858 0.2790 -1.3573
C 0.5057 0.3453 -0.0218
F 0.2198 1.6208 0.3490
F 1.7082 -0.0167 0.5006
N -0.4499 -0.4696 0.5651
Cl -0.2640 -2.0481 0.1141
Br -2.3056 0.2893 -0.1496
*
```

---

Below is 2 unconnected molecules or ions with the total composition CBrClFI at a distorted geometry, with properties calculated with ωB97M-V with the def2-TZVPD basis set.

Its total energy is -94417.1826 eV. The energy above the lowest of the compared OMol25 structures with the same formula, charge and spin is 48.12 kcal per mole.

The geometry in ORCA input format:
```
! RIJCOSX wB97M-V def2-TZVPD def2/J DEFGRID3
* xyz 0 1
C 0.6695 -0.0198 0.2269
F 1.7899 -0.5012 0.8969
Cl 0.1212 -1.0831 -0.9900
Br 0.4097 1.7414 0.0004
I -2.9903 -0.1374 -0.1342
*
```

---

Below is 2 unconnected molecules or ions with the total composition CBrClFNO2 at a distorted geometry, with properties calculated with ωB97M-V with the def2-TZVPD basis set.

Its total energy is -91898.8424 eV. The energy above the lowest of the compared OMol25 structures with the same formula, charge and spin is 48.14 kcal per mole.

The geometry in ORCA input format:
```
! RIJCOSX wB97M-V def2-TZVPD def2/J DEFGRID3
* xyz 0 1
C -1.2635 -0.4004 -0.3218
N 2.1548 0.8429 0.3166
O 1.0116 0.7466 -0.0510
O 2.9164 0.1184 0.8582
F -1.2976 -0.6765 -1.6206
Cl -1.3089 -1.7660 0.6798
Br -2.2130 1.1350 0.1387
*
```

---

Below is 2 unconnected molecules or ions with the total composition CBrClFNO2 at a distorted geometry, with properties calculated with ωB97M-V with the def2-TZVPD basis set.

Its total energy is -91896.7440 eV. The energy above the lowest of the compared OMol25 structures with the same formula, charge and spin is 96.53 kcal per mole.

The geometry in ORCA input format:
```
! RIJCOSX wB97M-V def2-TZVPD def2/J DEFGRID3
* xyz 0 1
C 0.5526 -0.4773 -0.1878
N -0.6436 0.3880 -0.4216
O -1.7504 -0.1012 -0.4790
O -0.3009 1.5150 -0.6584
F -0.3907 0.4350 2.0213
Cl 0.3533 -2.0896 -0.0330
Br 2.1796 0.3301 -0.2415
*
```

---

Below is a molecular structure, CBrClFO2S at a distorted geometry, with properties calculated with ωB97M-V with the def2-TZVPD basis set.

Its total energy is -101249.3937 eV. The energy above the lowest of the compared OMol25 structures with the same formula, charge and spin is 26.72 kcal per mole.

The geometry in ORCA input format:
```
! RIJCOSX wB97M-V def2-TZVPD def2/J DEFGRID3
* xyz -1 1
C 0.4423 1.8609 0.8664
O -0.6095 -1.6541 -1.8856
O -1.4134 -2.4918 0.2838
F 1.2334 1.0571 1.6939
S -0.3208 -1.7805 -0.4651
Cl -0.8376 0.6818 0.2588
Br 1.5055 2.3266 -0.7521
*
```

---

Below is a molecular structure, CBrF2O3S at a distorted geometry, with properties calculated with ωB97M-V with the def2-TZVPD basis set.

Its total energy is -93491.6854 eV. The energy above the lowest of the compared OMol25 structures with the same formula, charge and spin is 35.72 kcal per mole.

The geometry in ORCA input format:
```
! RIJCOSX wB97M-V def2-TZVPD def2/J DEFGRID3
* xyz -1 1
C -2.4948 0.7869 0.5138
O 2.8016 -0.1268 -0.2950
O 1.0680 -1.2089 1.0026
O 0.6403 -0.5684 -1.3234
F -2.7622 1.0876 -0.7622
F 0.8497 1.1442 0.3954
S 1.3985 -0.3614 -0.1201
Br -1.5011 -0.7532 0.5887
*
```

---

Below is a molecular structure, CBrF4N at a distorted geometry, with properties calculated with ωB97M-V with the def2-TZVPD basis set.

Its total energy is -83435.9187 eV. The energy above the lowest of the compared OMol25 structures with the same formula, charge and spin is 10.98 kcal per mole.

The geometry in ORCA input format:
```
! RIJCOSX wB97M-V def2-TZVPD def2/J DEFGRID3
* xyz 0 1
C 0.0930 0.1139 0.3664
N 0.2287 -0.8569 -0.6543
F 0.7931 -0.3147 1.4088
F -1.1127 0.4289 0.7347
F 0.6412 1.3126 -0.0583
F -0.7281 -0.0989 -1.8399
Br -0.7232 -2.2667 -0.2565
*
```

---

Below is CBrFN2O2 in the gas phase at a distorted geometry, with properties calculated with ωB97M-V with the def2-TZVPD basis set.

The SMILES is [O-][N+](=C=NF)OBr. Its total energy is -80862.0017 eV. The energy above the lowest of the compared OMol25 structures with the same formula, charge and spin is 107.01 kcal per mole.

The geometry in ORCA input format:
```
! RIJCOSX wB97M-V def2-TZVPD def2/J DEFGRID3
* xyz 0 1
O 0.0365 -0.9533 1.0804
N 0.1380 0.0315 0.4016
C -0.6417 -0.1334 -0.7449
N -0.9242 -0.7398 -1.6931
F -0.1138 -1.4296 -2.5512
O 0.6725 1.1439 0.7177
Br 0.8327 2.0808 2.7897
*
```

---

Below is 2 unconnected molecules or ions with the total composition CBrN3O at a distorted geometry, with properties calculated with ωB97M-V with the def2-TZVPD basis set.

The SMILES is N#[N+][O-].N#CBr. Its total energy is -77592.8840 eV. The energy above the lowest of the compared OMol25 structures with the same formula, charge and spin is 37.85 kcal per mole.

The geometry in ORCA input format:
```
! RIJCOSX wB97M-V def2-TZVPD def2/J DEFGRID3
* xyz 0 1
N -0.1594 1.2635 0.0048
N 0.8549 0.7537 0.0088
O 1.5571 -0.1443 -0.0414
N -0.2541 -1.3729 0.0082
C -1.1297 -0.6229 0.0586
Br -2.8165 0.0404 -0.0049
*
```

---

Below is a molecular structure, CBrNO4 at a distorted geometry, with properties calculated with ωB97M-V with the def2-TZVPD basis set.

Its total energy is -80755.2525 eV. The energy above the lowest of the compared OMol25 structures with the same formula, charge and spin is 9.94 kcal per mole.

The geometry in ORCA input format:
```
! RIJCOSX wB97M-V def2-TZVPD def2/J DEFGRID3
* xyz 0 1
C -1.5726 -0.5678 0.5132
N 1.0247 0.7160 -0.7073
O 0.8758 1.8311 -0.9500
O -2.0755 -0.4174 1.5254
O 1.8326 -0.0768 -0.4359
O -1.1107 -0.7651 -0.5460
Br 4.0803 -0.3093 0.2947
*
```

---

Below is 2 unconnected molecules or ions with the total composition CBrO3 at a distorted geometry, with properties calculated with ωB97M-V with the def2-TZVPD basis set.

Its total energy is -77222.2278 eV. The energy above the lowest of the compared OMol25 structures with the same formula, charge and spin is 10.57 kcal per mole.

The geometry in ORCA input format:
```
! RIJCOSX wB97M-V def2-TZVPD def2/J DEFGRID3
* xyz -1 1
C 0.3165 0.6091 -0.5532
O 1.4524 0.3635 -0.5049
O -0.6828 0.9313 -1.0750
O -0.1931 -0.1794 1.1846
Br -0.8929 -1.7245 0.9484
*
```

---

Below is a molecular structure, CCaNO5S2 at a distorted geometry, with properties calculated with ωB97M-V with the def2-TZVPD basis set.

Its total energy is -52874.5893 eV. The energy above the lowest of the compared OMol25 structures with the same formula, charge and spin is 43.21 kcal per mole.

The geometry in ORCA input format:
```
! RIJCOSX wB97M-V def2-TZVPD def2/J DEFGRID3
* xyz -1 1
Ca -0.9011 -0.0687 0.1566
N 2.6936 0.7403 -0.0263
S 1.7752 1.9408 0.0118
O 0.2895 1.6971 0.0873
S 2.1467 -0.9479 -0.5484
O 0.8697 -1.1323 0.2860
O 3.2234 -1.8147 -0.0250
O -4.2285 -0.4847 -0.6063
C -3.0615 -0.3158 -0.2186
O -2.8069 0.3858 0.8828
*
```

---

Below is CCl2FNO2 in the gas phase at a distorted geometry, with properties calculated with ωB97M-V with the def2-TZVPD basis set.

Its total energy is -34376.7702 eV. The energy above the lowest of the compared OMol25 structures with the same formula, charge and spin is 91.00 kcal per mole.

The geometry in ORCA input format:
```
! RIJCOSX wB97M-V def2-TZVPD def2/J DEFGRID3
* xyz 0 1
C -0.2249 -0.2823 -0.4246
N 0.7222 0.7930 -0.2378
O 1.6032 0.8094 0.5593
O 0.5659 1.8182 -0.9056
F -0.9967 -1.3446 2.2360
Cl -0.2653 -1.6119 0.4711
Cl -1.4045 -0.1818 -1.6984
*
```

---

Below is 2 unconnected molecules or ions with the total composition CCl2N2 at a distorted geometry, with properties calculated with ωB97M-V with the def2-TZVPD basis set.

Its total energy is -29054.9706 eV. The energy above the lowest of the compared OMol25 structures with the same formula, charge and spin is 116.27 kcal per mole.

The geometry in ORCA input format:
```
! RIJCOSX wB97M-V def2-TZVPD def2/J DEFGRID3
* xyz 0 1
C -1.8145 0.1919 0.0385
N -2.8626 -0.3210 0.0832
N 1.0414 0.2450 -0.2483
Cl 2.2562 1.2625 0.0887
Cl 1.3794 -1.3783 0.0380
*
```

---

Below is 2 unconnected molecules or ions with the total composition CCl2N2O2 at a distorted geometry, with properties calculated with ωB97M-V with the def2-TZVPD basis set.

Its total energy is -33147.6563 eV. The energy above the lowest of the compared OMol25 structures with the same formula, charge and spin is 172.39 kcal per mole.

The geometry in ORCA input format:
```
! RIJCOSX wB97M-V def2-TZVPD def2/J DEFGRID3
* xyz 0 1
C -1.0192 -1.1946 -0.7168
N 0.6991 0.0665 -0.6309
N 0.7038 0.6515 0.4475
O 1.6169 1.4743 0.1975
O 0.1219 0.4481 1.4618
Cl -2.4993 -0.6494 -0.2224
Cl -0.8908 -2.6014 -1.4990
*
```

---

Below is a gas-phase ion, CCl2NO2 (charge -1) at a distorted geometry, with properties calculated with ωB97M-V with the def2-TZVPD basis set.

The SMILES is O=C([O-])N(Cl)Cl. Its total energy is -31666.9709 eV. The energy above the lowest of the compared OMol25 structures with the same formula, charge and spin is 0.00 kcal per mole.

The geometry in ORCA input format:
```
! RIJCOSX wB97M-V def2-TZVPD def2/J DEFGRID3
* xyz -1 1
O -1.3705 -0.9529 0.8463
C -0.7428 0.0672 0.7341
O -0.5999 1.2254 1.1279
N 0.2276 -0.0073 -0.6568
Cl 1.0676 -1.5331 -1.0545
Cl 1.4180 1.2007 -0.9970
*
```

---

Below is 2 unconnected molecules or ions with the total composition CCl2S at a distorted geometry, with properties calculated with ωB97M-V with the def2-TZVPD basis set.

Its total energy is -36913.8305 eV. The energy above the lowest of the compared OMol25 structures with the same formula, charge and spin is 56.11 kcal per mole.

The geometry in ORCA input format:
```
! RIJCOSX wB97M-V def2-TZVPD def2/J DEFGRID3
* xyz 0 1
C 0.1722 0.0067 0.5721
S 0.1564 1.3779 1.1643
Cl 0.8386 -1.3226 0.1680
Cl -1.1672 -0.0620 -1.9043
*
```